The following is a quantum chemistry calculation of a 11-piece molecular cluster, C66H75F9N2 overall in a non-equilibrium geometry, from OMol25.

Calculated values
Charge: 0
SMILES string: CCN(CC)CC.CCN(CC)CC.Fc1ccccc1.Fc1ccccc1.Fc1ccccc1.Fc1ccccc1.Fc1ccccc1.Fc1ccccc1.Fc1ccccc1.Fc1ccccc1.Fc1ccccc1
HOMO energy in eV: -8.0655
Max |F| in eV/A: 2.52

Cartesian coordinates (Å):
C -1.988 1.430 -3.257
C -2.158 0.931 -4.722
N -3.532 0.970 -5.190
C -3.901 2.427 -5.311
C -5.239 2.701 -6.016
C -3.718 0.301 -6.522
C -3.461 -1.188 -6.449
H -1.212 0.916 -2.689
H -2.906 1.181 -2.725
H -1.839 2.496 -3.082
H -1.577 1.529 -5.424
H -1.822 -0.106 -4.720
H -3.807 2.809 -4.294
H -3.130 3.029 -5.793
H -5.213 2.515 -7.090
H -5.910 1.981 -5.548
H -5.572 3.728 -5.862
H -3.119 0.811 -7.277
H -4.730 0.478 -6.886
H -4.167 -1.600 -5.728
H -2.402 -1.396 -6.301
H -3.867 -1.603 -7.372
C 2.436 0.585 -2.437
C 1.912 -0.740 -1.840
N 0.611 -0.424 -1.220
C -0.197 -1.670 -0.990
C 0.558 -2.780 -0.291
C 0.760 0.430 -0.009
C -0.620 0.990 0.465
H 1.669 1.335 -2.629
H 2.874 0.295 -3.392
H 3.221 1.069 -1.855
H 1.721 -1.475 -2.621
H 2.661 -1.047 -1.109
H -1.157 -1.447 -0.523
H -0.476 -2.096 -1.954
H 0.902 -2.309 0.630
H -0.102 -3.602 -0.013
H 1.325 -3.253 -0.905
H 1.309 1.333 -0.277
H 1.269 -0.103 0.793
H -0.436 1.837 1.126
H -1.280 0.180 0.774
H -1.078 1.361 -0.452
F 0.532 3.901 -0.354
C 0.603 5.208 0.117
C 1.139 5.315 1.383
C 1.244 6.616 1.999
C 0.811 7.701 1.283
C 0.483 7.582 -0.087
C 0.378 6.314 -0.658
H 1.437 4.430 1.924
H 1.628 6.719 3.003
H 0.699 8.655 1.776
H 0.412 8.495 -0.659
H 0.233 6.126 -1.711
F 1.044 -0.317 3.711
C 2.128 0.404 4.014
C 2.468 1.510 3.260
C 3.652 2.192 3.549
C 4.464 1.806 4.663
C 4.203 0.633 5.341
C 2.995 -0.020 5.038
H 1.784 1.806 2.478
H 3.876 3.123 3.050
H 5.265 2.427 5.036
H 4.841 0.277 6.136
H 2.828 -0.949 5.563
F 6.576 3.291 2.037
C 6.746 3.126 0.668
C 5.725 2.715 -0.185
C 5.960 2.473 -1.513
C 7.245 2.641 -2.030
C 8.318 3.045 -1.193
C 8.038 3.326 0.136
H 4.795 2.589 0.349
H 5.184 2.191 -2.211
H 7.479 2.366 -3.048
H 9.339 3.054 -1.546
H 8.857 3.725 0.717
F -1.533 -3.790 -3.363
C -0.504 -4.657 -3.249
C 0.735 -4.291 -3.794
C 1.806 -5.102 -3.641
C 1.649 -6.333 -3.031
C 0.428 -6.814 -2.605
C -0.686 -5.944 -2.740
H 0.774 -3.354 -4.329
H 2.758 -4.715 -3.972
H 2.494 -6.987 -2.877
H 0.226 -7.812 -2.244
H -1.666 -6.287 -2.441
F 0.407 -7.834 0.483
C 0.311 -7.184 1.635
C 0.904 -7.665 2.787
C 0.665 -7.043 4.007
C -0.042 -5.835 4.083
C -0.546 -5.290 2.901
C -0.379 -5.989 1.719
H 1.466 -8.584 2.709
H 0.994 -7.421 4.964
H -0.180 -5.334 5.029
H -1.174 -4.413 2.957
H -0.775 -5.563 0.809
F -0.986 3.307 3.334
C -2.125 2.837 3.904
C -1.981 1.761 4.757
C -3.042 1.211 5.429
C -4.292 1.869 5.309
C -4.472 3.026 4.522
C -3.372 3.455 3.790
H -0.978 1.402 4.934
H -2.861 0.333 6.031
H -5.141 1.406 5.790
H -5.449 3.468 4.389
H -3.553 4.184 3.014
F 4.366 -4.461 -0.814
C 4.614 -3.589 0.165
C 5.729 -2.786 0.243
C 5.880 -1.854 1.216
C 4.914 -1.692 2.189
C 3.774 -2.544 2.155
C 3.637 -3.459 1.127
H 6.477 -2.784 -0.536
H 6.708 -1.172 1.344
H 4.972 -0.925 2.946
H 3.017 -2.372 2.906
H 2.840 -4.184 1.208
F -6.264 -4.430 2.366
C -5.443 -3.371 2.423
C -5.812 -2.221 3.052
C -4.892 -1.169 3.196
C -3.652 -1.261 2.508
C -3.297 -2.447 1.860
C -4.196 -3.487 1.807
H -6.805 -2.148 3.470
H -5.153 -0.275 3.743
H -2.992 -0.407 2.470
H -2.357 -2.551 1.340
H -3.861 -4.430 1.400
F -2.245 5.220 -1.415
C -3.098 4.199 -1.180
C -4.259 3.995 -1.952
C -5.200 2.995 -1.621
C -4.958 2.287 -0.458
C -3.772 2.418 0.287
C -2.849 3.435 -0.056
H -4.445 4.677 -2.768
H -6.083 2.682 -2.159
H -5.606 1.447 -0.256
H -3.613 1.809 1.164
H -1.976 3.530 0.573